#A
49
Properties=species:S:1:pos:R:3 method="wB97M-V/def2-TZVPD" total_charge=+1 lumo_energy_ha=-0.107 e_homo_ev=-10.65 orbital_gap_ev=7.75
C -4.246 -3.019 1.735
C -4.183 -1.801 0.900
C -4.182 -0.681 0.244
C -4.391 0.419 -0.527
H -5.406 0.713 -0.467
H -4.421 0.138 -1.516
N -3.502 1.360 0.003
C -3.316 1.640 1.176
H -4.303 1.953 1.626
H -2.501 2.317 1.538
H -3.079 0.862 1.756
C -3.967 2.873 -0.825
H -3.985 2.512 -1.912
H -4.782 3.169 -0.229
H -3.130 3.533 -0.658
C -2.160 1.133 -0.654
C -1.405 -0.313 -0.310
H -1.273 -0.215 0.790
H -1.988 -0.885 -0.657
C -0.146 -0.285 -0.993
C 0.529 -1.634 -0.788
C 1.699 -1.843 -1.380
C 2.924 -0.777 -1.401
C 3.422 -0.640 0.125
C 4.702 0.400 -0.290
C 5.344 0.472 1.347
C 6.492 1.176 1.344
H 6.266 2.496 0.899
H 7.195 0.891 0.853
H 6.894 1.466 2.426
H 4.496 1.000 1.940
H 5.501 -0.541 1.664
H 4.462 1.234 -0.462
H 5.461 -0.333 -0.699
H 2.686 -0.326 0.604
H 3.808 -1.457 0.406
H 2.603 0.070 -2.023
H 3.742 -1.202 -1.839
H 2.200 -2.854 -1.190
H 1.401 -1.921 -2.485
H 0.930 -1.653 0.518
H -0.267 -2.384 -0.574
H 0.441 0.471 -0.869
H -0.351 -0.494 -2.159
H -2.332 1.218 -1.936
H -1.253 1.920 -0.547
H -4.824 -3.878 1.191
H -3.142 -3.533 1.756
H -4.662 -2.769 2.550

=====

#B
49
Properties=species:S:1:pos:R:3 method="wB97M-V/def2-TZVPD" total_charge=+1 lumo_energy_ha=-0.089 e_homo_ev=-12.84 orbital_gap_ev=10.42 smiles=CC#CC[N+](C)(C)CCCCCCCCCC
C 5.242 -1.220 -3.014
C 3.826 -1.140 -3.249
C 2.645 -1.072 -3.450
C 1.222 -0.962 -3.705
N 0.431 -1.988 -2.954
C 0.785 -3.325 -3.468
C -1.004 -1.752 -3.180
C 0.752 -1.949 -1.494
C 0.604 -0.593 -0.810
C 0.843 -0.755 0.695
C 0.861 0.585 1.433
C -0.441 1.386 1.359
C -1.649 0.643 1.929
C -2.887 1.541 2.071
C -3.111 2.077 3.486
C -2.020 3.021 3.983
C -2.377 3.615 5.341
H 5.743 -0.417 -3.553
H 5.454 -1.115 -1.950
H 5.630 -2.175 -3.365
H 1.029 -1.100 -4.773
H 0.869 0.031 -3.416
H 0.495 -3.413 -4.514
H 0.274 -4.097 -2.896
H 1.861 -3.474 -3.390
H -1.593 -2.502 -2.655
H -1.292 -0.766 -2.821
H -1.231 -1.812 -4.244
H 0.101 -2.673 -0.998
H 1.786 -2.282 -1.382
H 1.338 0.114 -1.198
H -0.395 -0.185 -0.958
H 1.806 -1.245 0.851
H 0.072 -1.397 1.122
H 1.087 0.386 2.482
H 1.673 1.198 1.034
H -0.293 2.307 1.922
H -0.647 1.677 0.326
H -1.389 0.230 2.905
H -1.894 -0.198 1.276
H -2.810 2.380 1.376
H -3.776 0.969 1.792
H -3.199 1.235 4.178
H -4.064 2.610 3.500
H -1.074 2.483 4.072
H -1.885 3.830 3.261
H -1.588 4.278 5.688
H -2.512 2.827 6.078
H -3.300 4.186 5.278

=====

Most stable pick: #B. Distance to second place: 0.6426 hartree.

=====

#A
21
Properties=species:S:1:pos:R:3 method="wB97M-V/def2-TZVPD" total_charge=-2 lumo_energy_ha="0.258 / 0.256" multiplicity=2 e_homo_ev="4.20 / 0.23" orbital_gap_ev="2.81 / 6.73"
N 0.112 2.686 -1.162
C 0.516 1.342 -0.975
C 1.444 1.265 0.213
C -0.627 0.312 -0.730
N -0.210 -1.137 -0.885
C -1.023 -2.029 0.040
C -0.370 -2.134 1.553
O -0.979 -1.255 2.270
H -0.934 2.843 -1.020
H 0.664 3.335 -0.700
H 1.086 1.089 -1.938
H 2.136 0.434 0.160
H 1.825 2.216 0.556
H 0.797 0.869 1.018
H -1.401 0.424 -1.502
H -0.962 0.547 0.377
H 0.747 -1.120 -0.434
H -1.170 -2.961 -0.416
H -2.052 -1.648 0.255
H 0.777 -1.943 1.430
H -0.377 -3.133 1.890

=====

#B
21
Properties=species:S:1:pos:R:3 method="wB97M-V/def2-TZVPD" total_charge=-2 lumo_energy_ha="0.243 / 0.237" multiplicity=2 e_homo_ev="1.32 / 1.30" orbital_gap_ev="5.29 / 5.16"
N -2.790 0.966 -0.503
C -1.737 0.411 0.354
C -0.441 1.277 0.269
C -1.570 -1.083 0.049
N -2.896 -1.686 -0.095
C 2.932 0.044 0.728
C 3.601 -0.123 -0.526
O 4.307 -1.030 -1.010
H -2.369 1.060 -1.426
H -3.416 0.143 -0.607
H -2.104 0.379 1.396
H -0.786 2.264 0.551
H 0.115 1.047 -0.639
H 0.167 0.829 1.064
H -0.952 -1.208 -0.876
H -0.890 -1.530 0.831
H -2.723 -2.690 -0.161
H 2.863 1.134 0.835
H 3.397 -0.282 1.660
H 3.604 0.806 -1.157
H 1.686 -0.727 -0.738

=====

Most stable pick: #A. Distance to second place: 0.0344 hartree.

=====

#A
7
Properties=species:S:1:pos:R:3 method="wB97M-V/def2-TZVPD" total_charge=0 lumo_energy_ha=0.022 e_homo_ev=-10.17 orbital_gap_ev=10.77 smiles=ClN1CN1
Cl -0.119 2.054 -1.138
N 0.557 0.723 -0.236
C -0.255 -0.185 0.480
N 0.033 -0.751 -0.761
H -1.239 0.090 0.819
H 0.163 -0.428 1.517
H 0.859 -1.503 -0.680

=====

#B
7
Properties=species:S:1:pos:R:3 method="wB97M-V/def2-TZVPD" total_charge=0 lumo_energy_ha=0.043 e_homo_ev=-10.79 orbital_gap_ev=11.97 smiles=CCl.N#N
C -0.479 0.355 0.870
Cl 0.911 0.131 2.062
H -0.694 -0.565 0.371
H -0.160 0.945 -0.031
H -1.247 0.874 1.344
N 0.418 -1.100 -2.046
N 1.250 -0.641 -2.569

=====

Most stable pick: #B. Distance to second place: 0.1653 hartree.

=====

#A
15
Properties=species:S:1:pos:R:3 method="wB97M-V/def2-TZVPD" total_charge=-1 lumo_energy_ha="0.149 / 0.149" e_homo_ev="-3.55 / -3.55" orbital_gap_ev="7.59 / 7.59"
C -0.473 -0.754 2.556
C 0.207 1.768 -1.652
C 0.644 0.550 -0.818
N -0.369 -0.437 -0.931
O -1.756 -2.423 0.799
O 0.743 -2.349 1.061
S -0.529 -1.689 1.083
H 0.395 -0.066 2.599
H -1.419 -0.254 2.811
H 0.677 1.728 -2.536
H -0.835 1.540 -1.622
H 0.485 2.657 -1.017
H 1.708 0.177 -1.098
H 0.559 0.788 0.235
H -0.037 -1.237 -1.469

=====

#B
15
Properties=species:S:1:pos:R:3 method="wB97M-V/def2-TZVPD" total_charge=-1 lumo_energy_ha=0.115 e_homo_ev=-3.81 orbital_gap_ev=6.94
O 2.569 1.552 -0.579
C 2.313 0.590 0.106
N 1.621 -0.673 0.001
C 0.499 -0.020 -0.314
C -0.338 0.733 0.695
S -2.071 0.153 0.761
H 2.764 0.553 1.134
H 0.138 -3.009 1.200
H 0.279 -3.150 1.893
H 0.024 -0.129 -1.299
H -0.320 1.792 0.418
H 0.081 0.544 1.680
H -2.249 -0.273 -2.202
H -2.670 0.741 -1.253
O -2.640 0.597 -2.241

=====

Most stable pick: #B. Distance to second place: 0.0053 hartree.

=====

#A
15
Properties=species:S:1:pos:R:3 method="wB97M-V/def2-TZVPD" total_charge=-1 lumo_energy_ha=0.140 e_homo_ev=-5.15 orbital_gap_ev=8.95
O -1.118 0.200 -2.045
C -0.348 0.790 -1.271
O 0.511 1.687 -1.531
C -0.305 0.435 0.280
C -1.170 -0.697 0.577
C -0.582 -2.012 0.800
O -1.131 -2.849 1.529
H -0.507 1.364 0.843
H 0.755 0.206 0.660
H -1.993 -0.574 1.354
H -1.581 -0.979 -0.462
H 0.241 -2.299 0.118
H 3.022 1.153 -0.343
H 1.727 1.851 -0.634
O 2.479 1.725 0.126

=====

#B
15
Properties=species:S:1:pos:R:3 method="wB97M-V/def2-TZVPD" total_charge=-1 lumo_energy_ha=0.134 e_homo_ev=-4.80 orbital_gap_ev=8.44
O -0.158 -0.928 2.543
C -0.312 -0.927 1.315
O -1.283 -1.333 0.623
C 0.915 -0.434 0.476
C 0.566 0.578 -0.603
C 1.588 1.652 -0.814
O 1.339 2.815 -1.031
H 1.337 -1.338 0.031
H 1.662 0.000 1.146
H 0.467 0.156 -1.615
H -0.408 1.049 -0.520
H 2.643 1.301 -0.775
H -2.371 -0.223 -1.603
H -1.854 -1.472 -0.958
O -2.150 -1.128 -1.846

=====

Most stable pick: #B. Distance to second place: 0.0182 hartree.

=====

#A
6
Properties=species:S:1:pos:R:3 method="wB97M-V/def2-TZVPD" total_charge=0 lumo_energy_ha=-0.034 e_homo_ev=-10.08 orbital_gap_ev=9.16
H 0.768 -2.283 0.260
P 1.573 -1.014 0.558
C 0.301 0.043 0.178
O -1.117 -0.063 -0.074
C -0.576 1.115 -0.285
O -0.949 2.202 -0.636

=====

#B
6
Properties=species:S:1:pos:R:3 method="wB97M-V/def2-TZVPD" total_charge=0 lumo_energy_ha=-0.023 e_homo_ev=-9.36 orbital_gap_ev=8.74
H 2.631 0.210 -0.302
P 1.788 -0.963 0.044
C 0.051 -0.368 0.107
O -0.409 0.974 0.058
C -1.454 0.182 0.089
O -2.606 -0.035 0.004

=====

Most stable pick: #A. Distance to second place: 0.0396 hartree.

=====

#A
10
Properties=species:S:1:pos:R:3 method="wB97M-V/def2-TZVPD" total_charge=0 lumo_energy_ha=-0.011 e_homo_ev=-8.92 orbital_gap_ev=8.61 smiles="C=CC(=C)Cl"
C 1.610 -1.799 0.092
C 0.944 -0.596 0.772
C -0.196 -0.118 -0.158
C -0.151 -0.443 -1.436
Cl -1.017 1.440 0.394
H 1.525 -2.290 -1.059
H 2.092 -2.607 0.848
H 0.999 -0.501 1.757
H -0.900 0.030 -2.220
H 0.335 -1.380 -1.657

=====

#B
10
Properties=species:S:1:pos:R:3 method="wB97M-V/def2-TZVPD" total_charge=0 lumo_energy_ha=0.014 e_homo_ev=-8.82 orbital_gap_ev=9.20
C 0.961 0.553 -0.189
C 0.291 -0.116 -1.085
C -0.032 0.472 0.928
C -0.857 -0.361 -0.104
Cl -2.473 -0.483 -0.489
H 2.036 0.802 0.009
H 0.601 -0.425 -2.029
H 0.334 0.124 1.889
H -0.494 1.468 1.049
H -0.365 -2.034 0.021

=====

Most stable pick: #A. Distance to second place: 0.0105 hartree.

=====

#A
15
Properties=species:S:1:pos:R:3 method="wB97M-V/def2-TZVPD" total_charge=+1 lumo_energy_ha=-0.216 e_homo_ev=-14.62 orbital_gap_ev=8.76 smiles="C=C=[N+]=C[C@@H](C)N=O"
C -2.879 0.392 -0.283
C -1.794 -0.319 -0.086
N -1.050 -1.294 0.008
C 0.142 -1.287 0.308
C 0.900 0.020 0.470
C 2.191 0.064 -0.304
N -0.138 0.957 0.179
O -0.024 2.124 -0.070
H -2.971 1.410 -0.178
H -3.825 -0.109 -0.382
H 0.678 -2.214 0.125
H 1.037 -0.031 1.589
H 3.108 -0.440 0.077
H 2.669 1.100 -0.212
H 1.954 -0.373 -1.241

=====

#B
15
Properties=species:S:1:pos:R:3 method="wB97M-V/def2-TZVPD" total_charge=+1 lumo_energy_ha=-0.191 e_homo_ev=-12.85 orbital_gap_ev=7.65
C -2.267 -0.680 -0.059
C 1.921 -0.625 0.090
C -1.482 0.329 0.562
C 3.145 -1.194 -0.308
C -1.852 1.557 -0.299
N 0.887 -0.288 0.428
N -0.059 0.316 0.999
O -3.012 -1.418 -0.549
H -2.063 0.355 1.567
H 3.871 -1.255 0.529
H 3.078 -2.232 -0.370
H 3.657 -0.584 -1.085
H -1.040 2.276 0.050
H -2.956 1.902 -0.071
H -1.828 1.543 -1.484

=====

Most stable pick: #B. Distance to second place: 0.0190 hartree.